[1]
ORCA calculation (ωB97M-V with the def2-TZVPD basis set) on a structure of composition C23H44AuN6Si2.

Geometry (Å):
Au (0.51, -0.47, -0.79)
C (1.22, 2.90, 1.43)
Si (0.52, 1.73, 2.72)
C (1.27, 2.03, 4.40)
C (-1.34, 1.97, 2.85)
C (0.96, -0.03, 2.15)
C (2.28, -0.07, 1.51)
C (3.46, -0.01, 2.25)
C (4.69, -0.04, 1.61)
C (4.73, -0.13, 0.22)
C (3.54, -0.20, -0.46)
N (2.35, -0.17, 0.16)
Si (0.41, -1.71, 2.84)
C (0.99, -1.82, 4.61)
C (-1.47, -1.89, 2.80)
C (1.15, -3.08, 1.79)
H (0.72, 3.87, 1.47)
H (1.12, 2.51, 0.42)
H (2.28, 3.08, 1.60)
H (1.06, 3.07, 4.68)
H (2.35, 1.91, 4.41)
H (0.84, 1.39, 5.17)
H (-1.52, 2.89, 3.40)
H (-1.84, 1.18, 3.40)
H (-1.82, 2.11, 1.88)
H (3.41, 0.06, 3.32)
H (5.60, 0.01, 2.19)
H (5.67, -0.16, -0.31)
H (3.52, -0.30, -1.54)
H (0.51, -1.08, 5.24)
H (2.07, -1.70, 4.70)
H (0.75, -2.81, 5.00)
H (-1.99, -0.98, 3.10)
H (-1.75, -2.66, 3.52)
H (-1.84, -2.24, 1.83)
H (2.21, -3.21, 2.02)
H (1.09, -2.88, 0.72)
H (0.66, -4.03, 1.98)
N (-3.66, -0.15, 0.98)
C (-4.21, 0.08, -0.43)
C (-3.87, -1.08, -1.36)
C (-2.52, -1.03, -2.08)
N (-1.40, -1.54, -1.22)
C (-2.27, 0.36, -2.66)
C (-2.42, 1.51, -1.67)
N (-1.26, 1.54, -0.75)
C (-3.77, 1.45, -0.94)
H (-3.91, -1.07, 1.35)
H (-4.06, 0.55, 1.63)
H (-2.64, -0.05, 1.05)
H (-5.29, 0.08, -0.27)
H (-4.64, -1.04, -2.14)
H (-4.03, -2.05, -0.87)
H (-2.58, -1.73, -2.91)
H (-1.12, -2.46, -1.56)
H (-1.72, -1.73, -0.27)
H (-2.98, 0.50, -3.47)
H (-1.27, 0.40, -3.12)
H (-2.44, 2.44, -2.25)
H (-1.48, 2.04, 0.11)
H (-0.54, 2.11, -1.18)
H (-4.54, 1.76, -1.65)
H (-3.81, 2.19, -0.14)
N (2.38, 0.05, -6.77)
C (2.03, -0.09, -5.49)
C (1.47, -1.29, -5.00)
C (1.12, -1.39, -3.68)
N (1.30, -0.38, -2.80)
C (1.83, 0.77, -3.26)
C (2.20, 0.96, -4.56)
H (2.29, -0.71, -7.43)
H (2.80, 0.90, -7.11)
H (1.33, -2.14, -5.65)
H (0.73, -2.31, -3.29)
H (1.97, 1.56, -2.53)
H (2.63, 1.90, -4.86)

## Properties
Multiplicity = 3
LUMO (spin up / spin down) = -0.28076 / -0.40173 hartree
Net charge = +3
Calculated total energy = -1945.1293 a.u.
Expectation value of S² = 2.008

Atom charges from the Mulliken analysis, given in e for atoms 1 to 6:
1. Au 1.9004
2. C -0.8042
3. Si 0.1337
4. C -1.1886
5. C -0.8814
6. C 0.3454


[2]
ORCA calculation (ωB97M-V with the def2-TZVPD basis set) on a structure of composition C43H49Cl2N10O2PSTi.

Geometry (Å):
Ti (-0.77, -1.20, 0.31)
Cl (1.85, -1.12, 2.65)
C (1.92, -2.81, 2.28)
Cl (0.42, -3.39, 1.36)
H (1.92, -3.41, 3.19)
H (2.75, -3.04, 1.63)
C (9.23, 7.53, -3.54)
O (8.02, 7.83, -2.84)
C (7.18, 6.86, -2.53)
C (7.37, 5.51, -2.84)
C (6.43, 4.59, -2.47)
C (5.27, 4.97, -1.78)
C (5.08, 6.33, -1.47)
C (6.02, 7.26, -1.84)
C (4.31, 3.97, -1.41)
N (4.42, 2.66, -1.66)
C (3.31, 2.10, -1.15)
C (2.48, 3.05, -0.56)
N (3.14, 4.23, -0.73)
C (1.27, 2.70, 0.09)
C (0.43, 3.58, 0.80)
C (-0.68, 3.08, 1.44)
C (-0.97, 1.71, 1.35)
N (-0.21, 0.86, 0.67)
C (0.91, 1.33, 0.07)
C (1.76, 0.35, -0.52)
N (1.35, -0.95, -0.41)
C (2.19, -1.88, -0.85)
C (3.43, -1.61, -1.43)
C (3.83, -0.30, -1.57)
C (2.98, 0.71, -1.11)
H (9.73, 8.48, -3.67)
H (9.01, 7.09, -4.51)
H (9.85, 6.86, -2.94)
H (8.26, 5.19, -3.37)
H (6.57, 3.54, -2.71)
H (4.20, 6.68, -0.94)
H (5.89, 8.31, -1.61)
H (2.85, 5.15, -0.44)
H (0.66, 4.63, 0.87)
H (-1.33, 3.72, 2.02)
H (-1.84, 1.31, 1.84)
H (1.88, -2.91, -0.75)
H (4.06, -2.43, -1.75)
H (4.78, -0.03, -2.02)
N (-3.89, 0.46, 0.72)
C (-3.26, 0.65, -0.47)
N (-3.67, 1.64, -1.21)
C (-3.09, 1.78, -2.42)
N (-3.40, 2.82, -3.16)
N (-2.22, 0.86, -2.93)
C (-1.85, -0.07, -2.12)
N (-2.24, -0.20, -0.81)
C (-1.02, -1.18, -2.61)
C (-0.76, -1.36, -3.95)
C (-0.19, -2.57, -4.35)
C (0.06, -3.54, -3.39)
C (-0.19, -3.25, -2.06)
N (-0.70, -2.08, -1.66)
H (-4.73, 1.02, 0.84)
H (-3.96, -0.48, 1.05)
H (-4.08, 3.49, -2.84)
H (-3.02, 2.90, -4.09)
H (-1.04, -0.60, -4.66)
H (0.02, -2.76, -5.39)
H (0.45, -4.51, -3.66)
H (0.02, -3.99, -1.30)
C (-4.60, 0.77, 5.80)
C (-4.25, -0.40, 4.89)
C (-3.00, -0.08, 4.07)
S (-2.52, -1.54, 3.14)
O (-1.38, -1.08, 2.15)
C (-1.77, -2.60, 4.42)
C (-1.28, -1.98, 5.72)
C (0.01, -1.17, 5.64)
H (-5.50, 0.55, 6.37)
H (-4.79, 1.68, 5.22)
H (-3.80, 0.98, 6.51)
H (-5.08, -0.63, 4.22)
H (-4.08, -1.30, 5.50)
H (-2.16, 0.25, 4.68)
H (-3.21, 0.69, 3.32)
H (-0.99, -3.15, 3.87)
H (-2.57, -3.32, 4.61)
H (-1.13, -2.83, 6.40)
H (-2.08, -1.41, 6.18)
H (0.84, -1.79, 5.33)
H (0.25, -0.77, 6.62)
H (-0.06, -0.33, 4.94)
C (-2.72, -4.65, 1.36)
P (-2.83, -3.30, 0.15)
C (-4.57, -2.77, 0.34)
C (-2.87, -4.11, -1.46)
C (-2.34, -5.39, -1.64)
C (-2.38, -5.99, -2.89)
C (-2.96, -5.33, -3.97)
C (-3.49, -4.06, -3.79)
C (-3.44, -3.45, -2.55)
H (-1.75, -5.14, 1.37)
H (-3.48, -5.40, 1.12)
H (-2.94, -4.27, 2.36)
H (-5.20, -3.64, 0.15)
H (-4.85, -2.01, -0.39)
H (-4.78, -2.42, 1.35)
H (-1.89, -5.94, -0.82)
H (-1.99, -6.99, -3.02)
H (-3.01, -5.81, -4.93)
H (-3.96, -3.55, -4.63)
H (-3.88, -2.46, -2.43)

## Properties
LUMO (spin up / spin down) = -0.44696 / -0.44694 hartree
Net charge = +4
Calculated total energy = -4874.3121 a.u.

Atom charges from the Mulliken analysis, given in e for atoms 1 to 6:
1. Ti -0.9553
2. Cl -0.0287
3. C -0.5121
4. Cl -0.0354
5. H 0.4956
6. H 0.5370


[3]
ORCA calculation (ωB97M-V with the def2-TZVPD basis set) on a cluster of 4 separate species, C2H12N2O3 in total.

Geometry (Å):
N (-0.66, 0.45, 2.01)
C (0.41, 1.07, 1.42)
C (0.28, 2.13, 0.63)
N (1.25, 2.71, -0.22)
H (-0.60, -0.36, 2.59)
H (-1.54, 0.52, 1.53)
H (1.37, 0.66, 1.72)
H (-0.74, 2.52, 0.54)
H (1.87, 2.03, -0.61)
H (1.83, 3.47, 0.13)
O (3.27, -2.16, 1.44)
H (2.89, -2.04, 0.56)
H (2.67, -1.64, 1.99)
O (-1.23, -1.84, -3.68)
H (-0.44, -1.69, -4.23)
H (-1.99, -1.58, -4.23)
O (-2.80, -1.56, -0.18)
H (-2.30, -1.68, -1.00)
H (-3.55, -1.02, -0.43)

## Properties
LUMO = 0.01665 hartree
Calculated total energy = -418.5860 a.u.
SMILES = N/C=C/N.O.O.O

Atom charges from the Mulliken analysis, given in e for atoms 1 to 6:
1. N -0.4520
2. C -0.1500
3. C -0.3423
4. N -0.5273
5. H 0.2129
6. H 0.2013


[4]
ORCA calculation (ωB97M-V with the def2-TZVPD basis set) on a cluster of 2 separate species, C6H10N2O2 in total.

Geometry (Å):
N (1.00, 0.13, -1.31)
C (0.26, -0.46, -0.63)
C (-0.70, -1.42, -0.05)
C (-2.12, -1.14, -0.43)
N (-2.65, -1.49, -1.76)
C (-3.30, -2.05, -0.56)
C (-4.26, -0.98, -0.07)
C (-3.03, -0.04, 0.15)
O (-3.01, 1.24, -0.40)
H (-0.59, -1.38, 1.05)
H (-0.40, -2.44, -0.37)
H (-2.05, -2.20, -2.18)
H (-3.34, -3.13, -0.42)
H (-4.79, -1.23, 0.86)
H (-4.98, -0.64, -0.82)
H (-2.82, 0.06, 1.22)
H (-3.19, 1.18, -1.36)
O (1.76, 1.63, 1.13)
H (1.64, 0.82, 1.68)
H (2.01, 1.37, 0.18)

## Properties
LUMO = 0.01633 hartree
Calculated total energy = -494.5314 a.u.
SMILES = N#CC[C@@]12N[C@@H]1C[C@@H]2O.O

Atom charges from the Mulliken analysis, given in e for atoms 1 to 6:
1. N -0.5629
2. C 0.3440
3. C -0.4210
4. C 0.4696
5. N -0.6743
6. C -0.3559


[5]
ORCA calculation (ωB97M-V with the def2-TZVPD basis set) on a cluster of 2 separate species, C4H13N2O in total.

Geometry (Å):
N (-0.85, -0.63, -1.08)
C (-0.26, -0.76, -2.44)
O (-0.90, -1.85, -3.13)
H (-1.70, -0.04, -1.06)
H (-1.07, -1.54, -0.71)
H (-0.36, 0.11, -3.04)
H (0.82, -0.91, -2.28)
H (-0.63, -1.87, -4.07)
C (-0.45, 1.61, 1.90)
C (0.54, 0.53, 1.64)
C (0.84, -0.45, 2.51)
N (1.03, 0.47, 0.31)
H (-0.93, 1.47, 2.87)
H (-0.05, 2.60, 1.91)
H (-1.25, 1.54, 1.15)
H (1.37, -1.34, 2.19)
H (0.58, -0.33, 3.55)
H (1.19, 1.44, -0.08)
H (0.19, 0.01, -0.35)
H (1.90, -0.05, 0.23)

## Properties
LUMO = -0.11377 hartree
Net charge = +1
Calculated total energy = -344.6851 a.u.

Atom charges from the Mulliken analysis, given in e for atoms 1 to 6:
1. N -0.6075
2. C -0.3442
3. O -0.5049
4. H 0.2982
5. H 0.2663
6. H 0.3251


[6]
ORCA calculation (ωB97M-V with the def2-TZVPD basis set) on an isolated molecule of C17H22N4O3S.

Geometry (Å):
C (6.83, -0.26, -1.58)
C (5.65, -1.22, -1.44)
C (5.72, -2.08, -0.17)
C (5.71, -1.25, 1.12)
N (4.53, -0.42, 1.22)
C (4.59, 0.92, 1.17)
O (5.62, 1.56, 1.12)
C (3.22, 1.61, 1.21)
C (2.32, 1.25, 0.03)
S (1.23, 2.64, -0.46)
C (-0.23, 1.71, -0.17)
N (-1.38, 2.20, -0.30)
N (-2.53, 1.66, 0.02)
C (-3.34, 1.10, -0.78)
C (-4.65, 0.68, -0.35)
C (-5.51, 0.03, -1.24)
C (-6.77, -0.39, -0.85)
C (-7.20, -0.16, 0.46)
O (-8.41, -0.52, 0.95)
C (-9.33, -1.17, 0.10)
C (-6.35, 0.49, 1.35)
C (-5.10, 0.90, 0.96)
N (0.11, 0.41, 0.21)
C (1.41, 0.08, 0.34)
O (1.79, -1.02, 0.70)
H (6.79, 0.23, -2.55)
H (6.80, 0.50, -0.81)
H (7.77, -0.80, -1.50)
H (4.72, -0.66, -1.44)
H (5.63, -1.90, -2.30)
H (6.63, -2.68, -0.18)
H (4.86, -2.76, -0.16)
H (6.58, -0.59, 1.17)
H (5.74, -1.93, 1.98)
H (3.63, -0.89, 1.18)
H (3.42, 2.69, 1.19)
H (2.72, 1.37, 2.15)
H (2.94, 1.01, -0.85)
H (-3.08, 0.91, -1.83)
H (-5.18, -0.16, -2.25)
H (-7.40, -0.89, -1.56)
H (-10.21, -1.35, 0.70)
H (-9.60, -0.54, -0.76)
H (-8.93, -2.13, -0.26)
H (-6.70, 0.66, 2.36)
H (-4.44, 1.41, 1.65)
H (-0.62, -0.25, 0.44)

## Properties
LUMO = 0.01650 hartree
Calculated total energy = -1503.9301 a.u.
SMILES = CCCCNC(=O)C[C@@H]1S/C(=N/N=C/c2ccc(OC)cc2)NC1=O

Atom charges from the Mulliken analysis, given in e for atoms 1 to 6:
1. C -1.1809
2. C 0.0217
3. C -0.6437
4. C -1.0075
5. N -0.0337
6. C 0.7148


[7]
ORCA calculation (ωB97M-V with the def2-TZVPD basis set) on an isolated molecule of C3H4N4S.

Geometry (Å):
S (2.27, -1.60, -1.38)
N (1.36, -0.42, -0.50)
C (0.11, -0.59, -0.45)
N (-0.72, 0.32, 0.25)
C (-0.38, 1.39, 1.02)
N (-1.47, 1.90, 1.58)
N (-2.51, 1.15, 1.16)
C (-2.06, 0.24, 0.35)
H (3.43, -1.01, -1.05)
H (-0.50, -1.40, -0.85)
H (0.62, 1.73, 1.12)
H (-2.63, -0.59, -0.08)

## Properties
LUMO = 0.01089 hartree
Calculated total energy = -733.8791 a.u.
SMILES = S/N=C/n1cnnc1

Atom charges from the Mulliken analysis, given in e for atoms 1 to 6:
1. S -0.1429
2. N -0.3660
3. C 0.1550
4. N 0.0533
5. C -0.0051
6. N -0.4583


[8]
ORCA calculation (ωB97M-V with the def2-TZVPD basis set) on a structure of composition C17H30AlBN3O3.

Geometry (Å):
C (2.70, -3.82, 0.37)
C (1.92, -2.76, 0.12)
Al (2.45, -1.14, -0.93)
C (0.76, -0.10, -1.42)
C (-0.57, -0.67, -0.90)
N (-1.04, -0.19, 0.43)
C (0.00, 0.27, 1.35)
C (-0.52, 0.47, 2.76)
C (-2.12, 0.73, 0.31)
C (-1.86, 2.01, -0.47)
O (-3.20, 0.51, 0.80)
C (3.56, 0.00, 0.37)
B (4.59, 0.81, -0.41)
O (4.32, 2.09, -0.95)
O (5.87, 0.31, -0.68)
H (2.67, -4.36, 1.31)
H (3.42, -4.15, -0.38)
H (0.96, -2.75, 0.67)
H (3.32, -1.48, -2.26)
H (0.85, 0.97, -1.20)
H (0.70, -0.17, -2.51)
H (-0.56, -1.76, -0.86)
H (-1.38, -0.42, -1.60)
H (0.49, 1.20, 1.01)
H (0.79, -0.48, 1.38)
H (-0.74, -0.50, 3.21)
H (-1.42, 1.09, 2.80)
H (0.24, 0.96, 3.37)
H (-1.19, 2.64, 0.12)
H (-1.39, 1.80, -1.42)
H (-2.81, 2.53, -0.62)
H (4.03, -0.67, 1.09)
H (2.86, 0.65, 0.91)
H (3.96, 2.67, -0.27)
H (6.54, 0.97, -0.54)
N (-3.98, 2.71, 3.71)
C (-3.85, 3.91, 3.07)
C (-3.74, 4.88, 4.03)
C (-3.80, 4.24, 5.29)
C (-3.95, 2.90, 5.06)
H (-4.07, 1.82, 3.24)
H (-3.84, 3.96, 1.99)
H (-3.62, 5.94, 3.84)
H (-3.74, 4.71, 6.26)
H (-4.03, 2.06, 5.74)
N (0.50, -2.40, -4.79)
C (0.58, -3.22, -3.70)
C (-0.10, -4.37, -3.99)
C (-0.60, -4.25, -5.32)
C (-0.21, -3.02, -5.79)
H (0.91, -1.49, -4.84)
H (1.10, -2.89, -2.82)
H (-0.22, -5.21, -3.33)
H (-1.17, -4.97, -5.87)
H (-0.38, -2.53, -6.73)

## Properties
LUMO = 0.09805 hartree
Net charge = -1
Calculated total energy = -1323.1412 a.u.

Atom charges from the Mulliken analysis, given in e for atoms 1 to 6:
1. C -0.7782
2. C 0.1480
3. Al -0.3524
4. C -0.4842
5. C -1.0618
6. N 0.3136


> The highest calculated total energy belongs to which entry?

C4H13N2O


> Which of these has the lowest calculated total energy?

C43H49Cl2N10O2PSTi